w.
{
  "formula": "C25H24ClN2OPdSe2Si",
  "method": "the ωB97M-V functional and the def2-TZVPD basis",
  "total_charge": 1,
  "spin_multiplicity": 1,
  "e_homo_ev": [-10.82, -10.82],
  "elements": ["Pd", "Cl", "C", "C", "C", "C", "O", "C", "C", "N", "C", "C", "C", "C", "C", "C", "C", "C", "N", "C", "C", "H", "H", "H", "H", "H", "H", "H", "H", "H", "H", "C", "Si", "C", "C", "Se", "H", "H", "H", "H", "H", "H", "H", "H", "H", "Se", "C", "C", "C", "C", "C", "C", "H", "H", "H", "H", "H"],
  "xyz": [[0.32, -0.87, 0.21], [-4.42, -2.98, 5.29], [-3.54, -2.44, 3.90], [-4.19, -2.32, 2.66], [-3.50, -1.91, 1.55], [-2.13, -1.60, 1.60], [-1.59, -1.26, 0.46], [-1.48, -1.69, 2.87], [-0.12, -1.34, 3.11], [0.74, -0.95, 2.23], [2.06, -0.57, 2.53], [2.57, -0.30, 3.77], [3.94, 0.01, 3.93], [4.77, 0.06, 2.85], [4.27, -0.17, 1.55], [5.07, -0.14, 0.39], [4.51, -0.39, -0.83], [3.13, -0.64, -0.91], [2.35, -0.65, 0.15], [2.90, -0.46, 1.39], [-2.22, -2.12, 4.00], [-5.24, -2.57, 2.60], [-4.00, -1.83, 0.59], [0.20, -1.40, 4.15], [1.94, -0.33, 4.65], [4.32, 0.21, 4.92], [5.82, 0.29, 2.97], [6.13, 0.06, 0.48], [5.10, -0.40, -1.74], [2.65, -0.86, -1.85], [-1.71, -2.19, 4.96], [1.50, -0.88, -4.90], [0.50, 0.12, -3.68], [-1.10, 0.68, -4.46], [1.48, 1.61, -3.11], [-0.12, -1.42, -2.06], [1.72, -0.29, -5.79], [0.96, -1.77, -5.22], [2.45, -1.21, -4.47], [-0.90, 1.33, -5.32], [-1.72, 1.22, -3.74], [-1.67, -0.18, -4.82], [1.49, 2.34, -3.92], [2.52, 1.38, -2.87], [1.03, 2.08, -2.24], [-0.17, 1.53, 0.52], [-1.88, 1.85, -0.21], [-3.03, 1.57, 0.54], [-4.27, 1.92, 0.05], [-4.37, 2.59, -1.17], [-3.23, 2.91, -1.90], [-1.99, 2.53, -1.43], [-2.94, 1.08, 1.50], [-5.16, 1.69, 0.62], [-5.35, 2.87, -1.55], [-3.32, 3.45, -2.83], [-1.10, 2.77, -1.98]],
  "mulliken_charge": [0.037, -0.202, 0.011, -0.539, -0.387, 0.441, -0.399, 0.264, 0.240, 0.155, 0.105, -0.616, -1.002, -0.906, 1.036, -0.506, -1.097, -0.176, 0.356, 0.386, -1.037, 0.443, 0.558, 0.213, 0.358, 0.406, 0.420, 0.459, 0.436, 0.538, 0.430, -1.142, 0.690, -0.878, -1.001, -0.199, 0.349, 0.320, 0.324, 0.356, 0.089, 0.332, 0.449, 0.376, 0.165, 0.181, 0.278, -0.295, -0.656, -0.452, -0.520, -0.551, 0.550, 0.426, 0.402, 0.431, 0.548]
}

x.
{
  "formula": "C25H24ClN2OPdSe2Si",
  "method": "the ωB97M-V functional and the def2-TZVPD basis",
  "total_charge": 1,
  "spin_multiplicity": 1,
  "e_homo_ev": [-10.58, -10.86],
  "elements": ["Pd", "Cl", "C", "C", "C", "C", "O", "C", "C", "N", "C", "C", "C", "C", "C", "C", "C", "C", "N", "C", "C", "H", "H", "H", "H", "H", "H", "H", "H", "H", "H", "C", "Si", "C", "C", "Se", "H", "H", "H", "H", "H", "H", "H", "H", "H", "Se", "C", "C", "C", "C", "C", "C", "H", "H", "H", "H", "H"],
  "xyz": [[0.37, -0.28, 0.44], [-0.49, 5.91, 3.84], [0.08, 4.49, 3.02], [1.10, 4.60, 2.08], [1.56, 3.49, 1.40], [1.00, 2.22, 1.64], [1.52, 1.19, 0.97], [-0.02, 2.12, 2.61], [-0.58, 0.86, 3.00], [-0.31, -0.25, 2.41], [-0.85, -1.49, 2.80], [-1.09, -1.89, 4.08], [-1.65, -3.16, 4.34], [-1.96, -4.00, 3.32], [-1.72, -3.61, 1.97], [-2.04, -4.42, 0.86], [-1.77, -3.98, -0.40], [-1.14, -2.74, -0.57], [-0.83, -1.96, 0.45], [-1.13, -2.37, 1.73], [-0.47, 3.27, 3.29], [1.54, 5.57, 1.87], [2.35, 3.56, 0.67], [-1.29, 0.86, 3.83], [-0.83, -1.23, 4.91], [-1.82, -3.46, 5.36], [-2.38, -4.98, 3.51], [-2.51, -5.38, 1.02], [-2.01, -4.57, -1.27], [-0.87, -2.37, -1.55], [-1.26, 3.18, 4.02], [-3.41, -0.58, -2.27], [-2.24, 0.79, -2.70], [-3.07, 2.43, -2.92], [-1.18, 0.35, -4.15], [-0.91, 1.34, -0.89], [-4.20, -0.67, -3.02], [-3.88, -0.41, -1.30], [-2.89, -1.54, -2.24], [-3.75, 2.39, -3.78], [-2.33, 3.20, -3.11], [-3.65, 2.71, -2.04], [-1.78, 0.37, -5.07], [-0.75, -0.65, -4.06], [-0.37, 1.07, -4.27], [1.66, -1.31, -1.34], [3.31, -0.48, -1.69], [3.93, 0.38, -0.79], [5.17, 0.90, -1.10], [5.80, 0.56, -2.30], [5.17, -0.30, -3.19], [3.92, -0.82, -2.90], [3.44, 0.65, 0.14], [5.66, 1.57, -0.41], [6.77, 0.96, -2.53], [5.66, -0.57, -4.12], [3.43, -1.48, -3.60]],
  "mulliken_charge": [0.023, -0.205, 0.125, -0.645, -0.313, 0.350, -0.715, 0.351, -0.038, 0.084, -0.195, -0.219, -0.881, -0.921, 1.009, -0.548, -1.136, -0.146, 0.182, 0.251, -0.953, 0.425, 0.502, 0.507, 0.572, 0.412, 0.421, 0.448, 0.449, 0.732, 0.435, -0.844, 0.301, -1.114, -0.944, 0.047, 0.434, 0.289, 0.156, 0.356, 0.329, 0.325, 0.376, 0.286, 0.298, 0.323, 0.445, -0.158, -0.690, -0.423, -0.622, -0.544, 0.467, 0.410, 0.389, 0.385, 0.363]
}

Which is most stable, and by how much? w, by 41.7 kJ/mol.

w.
{
  "formula": "C10H18OS",
  "method": "the ωB97M-V functional and the def2-TZVPD basis",
  "smiles": "CC(C)=CCSC(=O)CC(C)C",
  "spin_multiplicity": 1,
  "e_homo_ev": -8.96,
  "elements": ["O", "S", "C", "C", "C", "C", "C", "C", "C", "C", "C", "C", "H", "H", "H", "H", "H", "H", "H", "H", "H", "H", "H", "H", "H", "H", "H", "H", "H", "H"],
  "xyz": [[2.01, -0.87, -0.36], [-0.38, 0.19, 0.11], [1.29, -0.36, 0.50], [-2.85, -0.70, -2.57], [-1.81, 0.09, -2.18], [-2.77, -2.20, -2.46], [-4.14, -0.08, -3.01], [-0.49, -0.31, -1.63], [2.05, 2.21, 2.21], [3.42, 0.52, 3.57], [1.72, -0.29, 1.96], [2.74, 0.87, 2.23], [-1.99, 1.15, -2.25], [-1.81, -2.58, -2.16], [-3.00, -2.56, -3.46], [-3.58, -2.61, -1.83], [-4.39, -0.34, -4.03], [-4.08, 1.04, -2.98], [-4.91, -0.42, -2.32], [0.28, 0.17, -2.19], [-0.27, -1.35, -1.70], [2.76, 3.02, 2.47], [1.24, 2.25, 2.95], [1.64, 2.41, 1.22], [4.02, 1.36, 3.91], [4.10, -0.31, 3.44], [2.68, 0.26, 4.33], [0.85, -0.12, 2.60], [2.16, -1.25, 2.21], [3.50, 0.83, 1.44]],
  "mulliken_charge": [-0.583, -0.136, 0.404, 1.059, -0.672, -1.195, -1.210, -0.614, -1.379, -1.465, -0.936, 0.716, 0.277, 0.291, 0.311, 0.300, 0.339, 0.287, 0.305, 0.370, 0.273, 0.372, 0.314, 0.372, 0.404, 0.384, 0.323, 0.412, 0.419, 0.258]
}

x.
{
  "formula": "C10H18OS",
  "method": "the ωB97M-V functional and the def2-TZVPD basis",
  "spin_multiplicity": 1,
  "e_homo_ev": -8.99,
  "elements": ["C", "C", "C", "C", "C", "C", "C", "C", "C", "C", "O", "S", "H", "H", "H", "H", "H", "H", "H", "H", "H", "H", "H", "H", "H", "H", "H", "H", "H", "H"],
  "xyz": [[-2.85, -2.21, -2.85], [-2.36, -1.25, -2.12], [1.22, -2.82, -4.13], [1.18, 2.95, 3.04], [-0.55, -2.25, -0.74], [1.22, 1.65, 2.23], [-0.11, 1.59, 1.30], [0.11, 0.35, 0.52], [-1.17, 0.11, -0.22], [-1.29, -1.21, -1.10], [2.38, -4.89, -3.30], [2.48, -3.49, -3.27], [-3.68, -1.88, -3.43], [-2.78, -3.23, -2.58], [-2.57, -0.23, -2.50], [0.57, -3.49, -4.78], [1.97, 3.03, 3.74], [0.32, 3.06, 3.76], [0.98, 3.81, 2.44], [-0.56, -3.19, -1.30], [0.39, -2.09, -0.09], [1.29, 0.81, 2.86], [1.99, 1.71, 1.56], [-0.93, 1.30, 1.93], [-0.14, 2.49, 0.76], [0.21, -0.39, 1.33], [0.91, 0.33, -0.32], [-1.35, 1.00, -0.79], [1.18, -1.76, -4.23], [-1.98, 0.05, 0.49]],
  "mulliken_charge": [-0.974, -0.206, -0.517, -1.351, -0.974, -0.508, -0.988, -0.401, -0.759, 0.807, -0.467, 0.379, 0.308, 0.328, 0.201, 0.264, 0.401, 0.308, 0.352, 0.339, 0.186, 0.430, 0.356, 0.331, 0.501, 0.314, 0.252, 0.382, 0.326, 0.378]
}

Which is most stable, and by how much? w, by 423.3 kJ/mol.

w.
{
  "formula": "C6H9NO3",
  "method": "the ωB97M-V functional and the def2-TZVPD basis",
  "spin_multiplicity": 1,
  "e_homo_ev": -9.91,
  "elements": ["C", "C", "C", "C", "O", "C", "O", "C", "N", "H", "H", "H", "H", "H", "H", "H", "O", "H", "H"],
  "xyz": [[2.00, -0.99, -0.79], [1.73, -0.14, 0.45], [0.34, 0.44, 0.50], [0.09, 1.83, 0.94], [0.04, 1.48, -0.43], [-0.79, -0.52, 0.72], [-0.71, -1.51, 1.40], [-2.11, -0.16, 0.09], [-3.22, 0.28, 0.36], [1.38, -1.89, -0.80], [1.80, -0.41, -1.70], [3.05, -1.30, -0.81], [1.88, -0.74, 1.36], [2.45, 0.69, 0.50], [-0.87, 2.10, 1.39], [0.97, 2.42, 1.24], [-2.52, -0.51, -1.64], [-1.83, -1.15, -1.85], [-3.66, 0.07, -0.92]],
  "mulliken_charge": [-1.130, -0.548, 1.220, -0.787, -0.457, 0.178, -0.499, 0.351, -0.683, 0.311, 0.307, 0.365, 0.275, 0.358, 0.330, 0.292, -0.676, 0.299, 0.495]
}

x.
{
  "formula": "C6H9NO3",
  "method": "the ωB97M-V functional and the def2-TZVPD basis",
  "spin_multiplicity": 1,
  "e_homo_ev": [-7.47, -7.43],
  "elements": ["C", "C", "C", "C", "H", "H", "H", "H", "H", "H", "C", "C", "N", "O", "O", "O", "H", "H", "H"],
  "xyz": [[0.58, -1.02, 0.11], [-0.47, -2.01, -0.33], [0.52, 0.38, -1.33], [0.29, 0.19, -2.55], [0.58, -0.94, 1.20], [1.59, -1.29, -0.19], [-0.44, -2.18, -1.40], [-0.34, -2.97, 0.18], [-1.48, -1.66, -0.08], [-0.01, -0.58, -3.23], [-1.10, 1.09, 0.91], [0.37, 1.25, 0.63], [1.10, 1.71, 1.64], [-1.93, 0.99, -0.13], [-1.48, 1.08, 2.06], [0.88, 1.50, -0.60], [-1.44, 0.84, -0.97], [2.09, 1.83, 1.53], [0.67, 1.77, 2.55]],
  "mulliken_charge": [-0.481, -0.947, -0.315, -0.426, 0.368, 0.401, 0.252, 0.344, 0.253, 0.284, 0.650, 0.526, -0.335, -0.499, -0.595, -0.461, 0.466, 0.263, 0.254]
}

y.
{
  "formula": "C6H9NO3",
  "method": "the ωB97M-V functional and the def2-TZVPD basis",
  "smiles": "N#C[C@@]12COCO[C@@H]1C2.O",
  "spin_multiplicity": 1,
  "e_homo_ev": -10.45,
  "elements": ["N", "C", "C", "C", "C", "O", "C", "O", "C", "H", "H", "H", "H", "H", "H", "H", "O", "H", "H"],
  "xyz": [[-0.24, 2.22, -0.78], [-0.66, 1.48, 0.02], [-1.40, 0.95, 1.15], [-1.46, 1.76, 2.43], [-0.59, 0.55, 2.39], [-0.99, -0.58, 3.09], [-1.81, -1.47, 2.37], [-2.92, -0.80, 1.86], [-2.58, 0.05, 0.78], [-0.99, 2.74, 2.44], [-2.39, 1.67, 2.99], [0.49, 0.68, 2.35], [-1.23, -1.93, 1.55], [-2.16, -2.22, 3.08], [-3.47, 0.65, 0.54], [-2.31, -0.56, -0.10], [1.60, 0.30, -1.40], [1.30, 1.25, -1.71], [1.87, 0.38, -0.47]],
  "mulliken_charge": [-0.660, -0.230, 1.406, -0.828, -0.231, -0.428, -0.219, -0.427, -0.734, 0.345, 0.248, 0.428, 0.370, 0.247, 0.367, 0.377, -0.699, 0.375, 0.294]
}

z.
{
  "formula": "C6H9NO3",
  "method": "the ωB97M-V functional and the def2-TZVPD basis",
  "spin_multiplicity": 1,
  "e_homo_ev": -9.77,
  "elements": ["O", "C", "C", "O", "C", "C", "C", "C", "N", "H", "H", "H", "H", "H", "H", "H", "O", "H", "H"],
  "xyz": [[-2.85, -0.88, 1.67], [-2.40, -0.29, 0.49], [-0.97, 0.17, 0.60], [-0.39, 0.05, 1.67], [-0.37, 0.79, -0.60], [0.89, 1.60, -0.48], [0.95, 0.30, -1.19], [1.80, -0.84, -0.73], [2.44, -0.91, 0.43], [-2.10, -0.89, 2.28], [-2.46, -0.99, -0.36], [-3.02, 0.59, 0.23], [-1.10, 1.10, -1.35], [0.96, 2.51, -1.07], [1.33, 1.65, 0.52], [0.94, 0.32, -2.29], [1.38, -2.04, -0.94], [2.82, -0.03, 0.76], [2.14, -2.20, 0.36]],
  "mulliken_charge": [-0.533, -0.538, 0.631, -0.668, 0.026, -0.900, 0.025, 0.191, -0.507, 0.379, 0.313, 0.267, 0.385, 0.287, 0.253, 0.398, -0.695, 0.205, 0.482]
}

Which is most stable, and by how much? y, by 87.1 kJ/mol.

w.
{
  "formula": "CH5Cl2N2OP",
  "method": "the ωB97M-V functional and the def2-TZVPD basis",
  "spin_multiplicity": 1,
  "e_homo_ev": [-7.70, -7.70],
  "elements": ["C", "N", "N", "O", "P", "Cl", "Cl", "H", "H", "H", "H", "H"],
  "xyz": [[1.31, -0.23, -0.38], [-0.97, 1.19, -0.32], [-0.42, -1.48, 1.09], [-1.95, 2.19, -0.62], [-0.36, -1.07, -0.52], [1.83, 0.28, -2.04], [2.52, -1.33, 0.20], [1.23, 0.69, 0.19], [-0.82, 1.14, 0.72], [-1.75, 2.48, -1.51], [0.41, -1.75, 1.59], [-1.02, -2.11, 1.59]],
  "mulliken_charge": [-0.064, -0.366, -0.426, -0.454, 0.263, -0.152, -0.164, 0.356, 0.205, 0.316, 0.239, 0.247]
}

x.
{
  "formula": "CH5Cl2N2OP",
  "method": "the ωB97M-V functional and the def2-TZVPD basis",
  "spin_multiplicity": 1,
  "e_homo_ev": -10.42,
  "elements": ["C", "N", "N", "O", "P", "Cl", "Cl", "H", "H", "H", "H", "H"],
  "xyz": [[1.21, -0.17, -0.58], [-1.17, -1.28, 0.37], [-1.06, 1.24, -0.01], [0.42, 0.18, 2.01], [-0.18, 0.02, 0.62], [2.30, -1.52, -0.19], [2.04, 1.37, -0.40], [1.12, -0.28, -1.64], [-1.74, -0.95, -0.48], [-1.26, -2.15, 0.71], [-0.82, 2.10, 0.52], [-0.86, 1.43, -0.93]],
  "mulliken_charge": [-0.148, -0.402, -0.650, -0.648, 0.758, -0.146, -0.144, 0.355, 0.255, 0.179, 0.315, 0.277]
}

Which is most stable, and by how much? x, by 482.3 kJ/mol.

w.
{
  "formula": "C2H7NOS2",
  "method": "the ωB97M-V functional and the def2-TZVPD basis",
  "smiles": "NC=O.CSS",
  "spin_multiplicity": 1,
  "e_homo_ev": -8.81,
  "elements": ["C", "S", "S", "H", "H", "H", "H", "C", "N", "O", "H", "H", "H"],
  "xyz": [[-1.95, 0.92, -0.01], [-2.47, -0.77, 0.49], [-0.72, -1.79, 0.10], [-1.78, 1.26, -1.04], [-2.64, 1.55, 0.59], [-1.06, 1.04, 0.60], [-0.36, -1.82, 1.42], [1.82, 0.11, 0.29], [1.77, -0.22, -1.03], [1.80, -0.68, 1.23], [2.21, 1.12, 0.44], [1.23, -1.05, -1.30], [2.16, 0.33, -1.77]],
  "mulliken_charge": [-0.681, -0.070, -0.288, 0.297, 0.301, 0.189, 0.217, 0.094, -0.236, -0.524, 0.328, 0.162, 0.212]
}

x.
{
  "formula": "C2H7NOS2",
  "method": "the ωB97M-V functional and the def2-TZVPD basis",
  "smiles": "NC=O.CSS",
  "spin_multiplicity": 1,
  "e_homo_ev": -8.48,
  "elements": ["C", "S", "S", "H", "H", "H", "H", "C", "N", "O", "H", "H", "H"],
  "xyz": [[1.30, 1.04, 1.33], [2.45, -0.29, 1.04], [1.50, -1.41, -0.54], [0.72, 1.20, 0.42], [1.89, 1.94, 1.42], [0.59, 0.71, 2.08], [0.35, -0.72, -0.49], [-3.47, 0.39, -0.84], [-2.48, 0.63, -1.78], [-3.66, 1.02, 0.16], [-4.23, -0.35, -1.18], [-1.79, 1.18, -1.28], [-2.05, -0.21, -2.13]],
  "mulliken_charge": [-0.693, -0.028, -0.145, 0.137, 0.302, 0.325, 0.088, 0.082, -0.487, -0.488, 0.334, 0.280, 0.293]
}

Which is most stable, and by how much? w, by 8.8 kJ/mol.